# 1
Computed, not measured: a cluster of 7 separate species, C38H72BF4N8O4 in total in a non-equilibrium geometry, with wB97M-V/def2-TZVPD.

The geometry in XYZ format:
```
127
Properties=species:S:1:pos:R:3:forces:R:3:lowdin_charge:R:1
C 0.943 4.826 1.499 -1.0 0.5 0.3 0.0041
C 0.505 3.525 2.129 0.5 0.2 -0.4 -0.4735
C 1.526 2.491 1.743 -0.7 -3.1 0.2 -0.1225
C 1.355 1.149 2.519 0.3 0.5 1.1 -0.1430
C 1.403 1.401 4.058 2.6 -0.7 -1.8 -0.1224
C 0.545 2.496 4.607 0.4 0.0 1.3 -0.4228
N 0.462 3.676 3.615 -2.5 7.2 3.6 0.1570
O 0.109 4.931 4.116 2.5 -8.6 -3.2 0.1987
C 1.054 2.928 6.018 -0.4 1.1 0.4 0.0111
C -0.858 1.979 4.728 -2.3 0.0 0.8 -0.0329
C -0.904 3.094 1.686 -1.0 -0.1 0.0 0.0116
H 1.160 4.699 0.438 0.1 -0.3 0.1 0.1090
H 1.824 5.174 2.039 -0.2 0.5 -0.2 0.1130
H 0.071 5.478 1.550 0.5 0.7 0.1 0.1025
H 2.578 2.776 1.774 -0.2 0.5 0.3 0.1315
H 1.301 2.194 0.719 0.0 0.5 -0.3 0.1101
H 2.192 0.522 2.212 0.2 -0.1 0.4 0.1039
H 0.495 0.504 2.338 -0.4 0.7 -0.7 0.0928
H 2.439 1.649 4.286 0.2 0.2 0.1 0.1300
H 1.306 0.424 4.531 -0.7 0.3 0.5 0.1395
H 0.882 2.183 6.795 -0.1 -0.6 -0.6 0.1097
H 0.517 3.787 6.421 -0.4 0.1 -0.4 0.0931
H 2.090 3.239 6.155 0.2 -0.3 -0.9 0.1050
H -1.309 1.470 3.876 0.3 0.4 -0.3 0.0662
H -1.529 2.760 5.086 -0.1 0.3 -0.4 0.1085
H -0.990 1.246 5.523 0.9 -0.1 0.2 0.1038
H -1.226 2.126 2.070 0.4 0.0 -0.2 0.0632
H -0.986 3.058 0.599 0.6 -0.1 0.0 0.1077
H -1.705 3.781 1.960 0.3 0.4 0.4 0.1023
C 2.620 -0.719 -0.927 1.1 -0.1 0.8 0.0184
C 3.423 -0.557 -2.266 -1.0 -0.5 -1.2 -0.3877
C 2.619 0.384 -3.220 -0.5 1.4 -1.3 -0.1219
C 2.803 1.928 -3.112 1.7 -0.4 1.2 -0.1320
C 4.383 2.205 -3.025 -3.1 -1.1 -1.8 -0.0958
C 5.043 1.478 -1.857 2.2 1.5 -0.9 -0.4352
N 4.793 -0.016 -1.973 4.7 -5.3 3.4 0.1652
O 5.769 -1.000 -1.559 -6.4 7.1 -2.9 0.1910
C 4.550 2.043 -0.528 -1.3 -0.6 0.9 -0.0086
C 6.555 1.859 -1.914 0.4 -0.7 0.9 -0.0055
C 3.579 -1.942 -2.956 0.0 -0.5 0.1 -0.0045
H 1.605 -1.092 -1.064 0.3 -0.1 -0.6 0.0781
H 2.526 0.167 -0.298 0.0 0.4 -0.5 0.0595
H 3.186 -1.412 -0.305 -0.1 -0.3 0.0 0.0879
H 1.553 0.155 -3.228 -0.2 -0.3 1.2 0.0959
H 2.723 0.157 -4.281 1.3 -0.4 -0.1 0.1241
H 2.291 2.306 -2.228 0.0 0.1 0.2 0.0878
H 2.401 2.507 -3.943 0.0 -0.5 -0.2 0.1143
H 4.568 3.267 -3.190 0.4 0.0 1.1 0.1445
H 4.710 1.804 -3.984 0.6 -0.3 0.1 0.1318
H 4.945 3.052 -0.413 0.2 -0.2 0.0 0.1184
H 4.776 1.415 0.334 0.7 0.1 0.0 0.1082
H 3.464 2.119 -0.465 -0.1 0.1 -0.4 0.0479
H 7.109 1.639 -2.826 -0.4 -0.4 0.0 0.1096
H 7.057 1.430 -1.047 0.2 -0.5 -0.2 0.0970
H 6.701 2.920 -1.712 -0.6 0.1 -0.3 0.1047
H 3.808 -2.765 -2.280 0.3 0.3 0.3 0.0959
H 4.313 -1.955 -3.762 0.2 0.3 0.2 0.1076
H 2.660 -2.300 -3.419 -0.3 0.7 0.1 0.0759
C 2.289 -3.972 1.198 0.0 0.5 -0.8 -0.0479
C 1.395 -3.114 2.114 1.2 -1.7 0.5 -0.1514
N 0.002 -3.457 1.858 -1.4 1.5 -2.8 -0.0362
C -0.761 -4.208 2.683 -0.9 0.4 0.0 -0.0025
C -1.988 -4.343 2.078 0.2 -0.6 0.6 -0.0132
N -1.943 -3.736 0.859 1.9 1.0 0.8 -0.0860
C -0.733 -3.143 0.699 0.5 -1.3 2.7 0.0494
C -3.082 -3.690 -0.014 0.5 0.7 -1.8 0.0213
H 3.331 -3.658 1.250 0.0 0.1 0.0 0.0860
H 1.939 -3.928 0.167 0.2 0.3 -0.2 0.0509
H 2.273 -5.041 1.410 -0.2 0.1 0.6 0.0964
H 1.624 -2.052 2.206 -0.4 0.1 -0.8 0.1115
H 1.651 -3.506 3.098 -0.5 0.2 0.3 0.1240
H -0.331 -4.425 3.650 -0.5 -0.5 0.0 0.1460
H -2.918 -4.827 2.339 0.3 -0.2 0.3 0.1489
H -0.380 -2.475 -0.073 -0.2 -0.4 -0.1 0.1371
H -3.373 -4.702 -0.296 -0.3 0.2 0.3 0.1225
H -2.707 -3.196 -0.910 -0.2 -0.1 -0.2 0.0855
H -3.869 -3.020 0.333 -0.1 -0.5 0.4 0.1089
C -2.634 -3.181 -6.635 -0.5 2.5 -1.7 -0.0216
C -3.438 -1.788 -6.400 0.0 -2.2 -0.3 -0.1207
N -2.603 -0.751 -5.789 1.0 3.6 1.6 -0.0509
C -1.546 -0.085 -6.406 1.7 1.6 1.7 0.0245
C -0.963 0.895 -5.499 -2.5 -3.6 -0.9 0.0406
N -1.724 0.773 -4.330 -2.3 -1.6 -2.0 -0.0885
C -2.777 -0.084 -4.597 1.7 -1.3 -0.2 0.0176
C -1.531 1.489 -3.080 0.5 1.1 -0.2 0.0054
H -1.860 -2.949 -7.367 0.6 0.1 0.3 0.0684
H -3.267 -3.778 -7.291 -0.3 -0.5 0.8 0.0889
H -2.187 -3.680 -5.775 -0.6 0.1 0.0 0.0543
H -4.349 -2.059 -5.868 0.4 0.6 1.0 0.1243
H -3.903 -1.351 -7.283 0.7 -0.3 -0.5 0.1359
H -1.195 -0.324 -7.399 -0.2 0.0 0.1 0.1378
H -0.071 1.502 -5.555 -0.3 0.0 -0.2 0.1261
H -3.550 -0.419 -3.921 0.1 0.4 0.3 0.1640
H -1.056 2.419 -3.393 -0.1 0.2 0.3 0.1079
H -0.838 0.991 -2.402 -0.2 -0.3 -0.2 0.0719
H -2.465 1.728 -2.570 0.1 -0.3 -0.2 0.1088
C -2.142 -1.589 4.856 -0.5 -0.9 -0.9 -0.0350
C -3.538 -1.729 4.113 1.7 0.0 0.4 -0.1210
N -4.036 -0.379 3.869 -1.7 2.3 -2.9 -0.0429
C -4.308 0.560 4.825 0.0 2.0 -0.8 0.0065
C -4.590 1.811 4.197 1.0 -2.7 0.2 0.0380
N -4.443 1.585 2.828 -1.3 -2.5 1.3 -0.0906
C -4.236 0.253 2.619 1.3 0.5 2.4 0.0416
C -4.831 2.494 1.753 0.7 0.4 -0.3 0.0289
H -2.169 -1.315 5.910 -0.5 0.0 -0.1 0.0842
H -1.471 -0.896 4.349 -0.2 0.1 -0.2 0.0525
H -1.663 -2.566 4.792 0.0 0.0 0.2 0.0575
H -4.188 -2.428 4.640 -0.5 0.8 0.5 0.1384
H -3.462 -2.231 3.149 0.5 0.4 -0.2 0.0967
H -4.163 0.268 5.854 -0.4 0.4 0.1 0.1428
H -4.853 2.787 4.577 0.0 -0.2 0.1 0.1398
H -4.013 -0.135 1.635 -0.1 -0.3 0.3 0.1434
H -3.913 2.994 1.446 -0.2 0.1 -0.3 0.0811
H -5.539 3.254 2.086 -0.1 -0.3 0.1 0.1162
H -5.234 1.909 0.927 0.0 0.2 0.1 0.1119
C -0.447 -2.611 -3.795 -0.3 0.1 -1.1 0.0151
C 0.244 -3.858 -3.226 -0.6 2.8 2.9 -0.5773
O -0.061 -4.984 -3.725 0.2 -0.7 -0.5 0.3234
O 0.850 -3.697 -2.152 -0.1 -1.0 -1.3 0.0377
H -0.165 -1.715 -3.243 0.6 -0.3 0.2 0.0713
H -1.533 -2.616 -3.706 -0.1 -0.7 0.1 0.0781
H -0.254 -2.455 -4.857 0.2 -0.1 0.0 0.0841
B -1.644 -0.066 -0.092 0.6 1.7 -0.1 -1.3278
F -1.795 -0.618 1.168 -1.0 -0.4 0.7 0.1264
F -2.336 1.191 -0.223 0.3 -0.8 0.5 0.0700
F -0.247 0.153 -0.177 0.3 0.2 -0.6 0.0909
F -2.065 -0.866 -1.129 -0.2 -0.8 -0.3 0.1426
```
Positions in Å, forces in eV/Å.

Output
2S+1: 2
Total charge: +4
Expectation value of S²: 0.756
HOMO energy (spin up / spin down) in eV: -18.502 / -18.502
LUMO level (spin up / spin down) in eV: -12.414 / -12.408
HOMO-LUMO gap (spin up / spin down) in eV: 6.09 / 6.09

=====

# 2
Computed, not measured: a cluster of 9 separate species, C38H81FN2O10S in total in a non-equilibrium geometry, with wB97M-V/def2-TZVPD.

The geometry in XYZ format:
```
133
Properties=species:S:1:pos:R:3:forces:R:3:lowdin_charge:R:1
C 0.937 -2.333 3.429 -0.6 -0.1 -0.5 -0.1454
C -0.143 -2.313 2.215 -0.1 0.2 1.0 -0.2760
C 0.459 -2.771 0.800 -0.4 -0.2 0.1 -0.2178
C 1.925 -2.122 0.478 -0.7 -0.7 0.5 -0.2102
C 2.373 -2.267 -1.072 -0.6 0.1 0.7 -0.2117
C 3.374 -1.077 -1.565 -0.5 -1.7 0.4 -0.2009
C 4.330 -1.722 -2.681 0.5 0.1 0.3 -0.2248
C 5.289 -0.672 -3.432 -0.1 0.2 0.5 -0.2078
C 4.527 0.567 -4.115 0.8 0.2 -0.5 -0.2252
C 4.289 0.432 -5.700 -0.6 1.0 0.4 -0.1980
C 3.027 1.395 -6.083 0.6 -0.7 -0.8 -0.2092
C 3.452 2.933 -6.308 -1.2 0.1 -0.4 -0.1937
C 2.702 3.959 -5.277 0.5 0.4 -0.9 -0.1812
C 3.754 4.954 -4.538 -0.5 0.5 0.4 -0.1418
C 3.534 5.009 -2.940 -0.3 1.1 1.6 -0.1589
C 3.828 3.760 -2.058 -0.5 0.7 1.2 -0.0234
N 3.646 3.646 -0.649 -0.6 4.3 -4.4 0.0845
C 3.181 4.911 -0.147 -0.6 1.4 2.3 -0.1711
C 2.945 5.007 1.418 -0.8 2.7 -0.3 0.0298
C 2.457 6.277 2.149 1.1 -1.0 -4.3 -0.0276
C 2.205 7.556 1.285 1.1 -2.4 -2.3 -0.0013
C 2.441 7.520 -0.255 0.0 -3.1 2.8 -0.1610
S 2.126 9.122 -1.146 -0.1 5.7 2.1 0.8053
O 3.264 10.062 -0.789 -2.8 -3.6 -1.7 -0.3381
O 0.803 9.749 -0.762 3.4 -3.0 -1.6 -0.3354
F 2.115 8.962 -2.811 0.1 -0.4 2.9 -0.2251
C 2.913 6.189 -0.972 -0.2 0.4 0.3 -0.1369
N 3.068 6.242 -2.401 1.4 -4.7 1.8 0.1091
H 1.639 -3.213 3.229 -0.7 1.3 0.5 0.0679
H 1.502 -1.342 3.467 -0.5 -1.5 0.0 0.0605
H 0.411 -2.495 4.447 0.9 0.3 -1.7 0.0723
H -1.016 -2.986 2.564 1.5 1.0 -1.0 0.0899
H -0.593 -1.251 2.146 0.8 -1.6 0.0 0.1054
H -0.327 -2.495 -0.002 1.4 -0.3 1.1 0.0970
H 0.495 -3.930 0.819 0.2 1.8 -0.2 0.1173
H 1.884 -1.036 0.854 0.2 -1.4 -0.8 0.1106
H 2.661 -2.701 1.159 -0.9 1.2 -1.1 0.1051
H 2.873 -3.301 -1.176 -0.6 1.6 0.0 0.1102
H 1.397 -2.296 -1.690 1.6 0.2 0.7 0.1025
H 2.715 -0.219 -1.942 1.2 -1.1 0.6 0.0925
H 3.967 -0.776 -0.617 -0.8 -0.1 -1.8 0.1201
H 3.706 -2.366 -3.409 0.9 1.2 1.0 0.1180
H 5.028 -2.463 -2.124 -1.2 1.1 -0.9 0.1164
H 6.018 -0.231 -2.647 -1.2 -0.8 -1.1 0.1121
H 5.945 -1.223 -4.196 -1.0 0.8 1.0 0.1105
H 3.518 0.815 -3.628 1.5 -0.6 -0.5 0.0851
H 5.208 1.492 -3.963 -1.1 -1.3 -0.2 0.1027
H 5.208 0.821 -6.288 -1.4 -0.8 1.0 0.1132
H 4.099 -0.646 -6.028 0.1 1.4 0.6 0.1073
H 2.205 1.348 -5.291 1.2 -0.1 -1.0 0.0882
H 2.579 0.940 -7.045 0.6 1.0 1.4 0.1061
H 4.583 3.093 -6.309 -1.5 -0.4 0.2 0.0987
H 3.090 3.223 -7.369 0.7 -0.4 1.7 0.1077
H 2.018 3.410 -4.545 1.2 0.6 -0.9 0.0987
H 2.006 4.621 -5.923 1.1 -1.1 1.2 0.1108
H 3.575 6.013 -4.970 0.3 -1.6 1.1 0.1178
H 4.850 4.708 -4.816 -1.8 0.1 0.7 0.1149
H 4.236 2.825 -2.600 -0.8 1.7 1.1 0.0938
H 3.162 4.069 2.052 -0.4 1.7 -1.2 0.1026
H 2.314 6.267 3.288 0.2 0.0 -2.1 0.0916
H 1.867 8.500 1.821 0.5 -1.3 -1.1 0.1137
C 0.041 3.014 5.187 -0.1 -0.1 0.1 -0.0806
C 0.781 3.680 4.044 0.1 -0.1 0.3 -0.3222
O 1.780 4.557 4.552 0.1 0.0 -0.1 -0.1250
H -0.426 3.765 5.830 0.0 0.0 -0.1 0.0808
H -0.734 2.341 4.811 0.0 0.0 0.1 0.0753
H 0.730 2.441 5.814 0.0 0.0 -0.1 0.0649
H 0.093 4.268 3.434 0.2 0.1 0.0 0.1148
H 1.261 2.934 3.402 -0.2 -0.1 -0.1 0.1031
H 2.391 4.028 5.085 -0.1 0.4 0.2 0.0648
C 4.405 6.154 8.587 0.1 0.1 0.0 -0.0929
C 3.143 5.813 7.820 0.1 -0.1 0.2 -0.3110
O 3.283 4.550 7.181 0.0 -0.3 -0.2 -0.1006
H 5.267 6.178 7.916 -0.1 0.1 0.0 0.0773
H 4.313 7.125 9.079 0.0 -0.1 0.0 0.0745
H 4.613 5.394 9.346 -0.1 0.1 0.0 0.0726
H 2.951 6.562 7.049 0.0 -0.2 0.0 0.1148
H 2.277 5.775 8.488 0.0 0.2 0.0 0.1122
H 3.444 3.890 7.870 -0.1 0.1 -0.2 0.0768
C 3.694 -0.545 6.635 -0.1 -0.1 -0.1 -0.0895
C 3.739 0.913 7.049 0.2 -0.4 0.2 -0.3297
O 3.114 1.082 8.317 -0.1 0.3 0.2 -0.0894
H 2.660 -0.896 6.582 0.1 0.1 -0.1 0.0756
H 4.165 -0.688 5.660 0.0 -0.1 0.1 0.0763
H 4.207 -1.172 7.369 0.1 0.1 -0.1 0.0737
H 3.206 1.533 6.325 0.0 0.0 0.2 0.0987
H 4.772 1.269 7.116 0.0 0.0 -0.2 0.1111
H 3.596 0.538 8.955 -0.1 0.1 -0.1 0.0847
C -4.409 -1.887 -0.411 0.0 0.1 -0.3 -0.0838
C -3.989 -3.155 0.305 -0.2 0.3 0.1 -0.3164
O -3.062 -2.849 1.342 0.1 -0.1 0.1 -0.1062
H -3.537 -1.381 -0.838 0.0 -0.1 0.1 0.0599
H -5.116 -2.108 -1.212 0.0 0.0 0.1 0.0560
H -4.875 -1.184 0.287 -0.1 -0.1 0.0 0.0752
H -3.505 -3.844 -0.389 0.0 0.0 0.2 0.1117
H -4.854 -3.660 0.746 -0.1 -0.1 -0.2 0.1033
H -3.500 -2.246 1.957 0.1 -0.1 -0.2 0.0857
C -7.507 -4.329 -3.553 -0.2 0.0 -0.3 -0.0888
C -6.085 -4.482 -3.049 -0.4 -0.1 0.3 -0.3071
O -6.049 -4.319 -1.639 0.2 -0.1 0.1 -0.0998
H -7.904 -3.346 -3.289 0.1 0.0 -0.1 0.0805
H -7.551 -4.447 -4.639 0.0 0.0 0.0 0.0732
H -8.162 -5.072 -3.091 0.2 0.1 -0.1 0.0498
H -5.438 -3.724 -3.496 0.1 0.0 0.2 0.1108
H -5.684 -5.470 -3.299 0.1 0.0 -0.2 0.0955
H -6.620 -5.002 -1.251 0.0 0.2 -0.1 0.0650
C -10.056 -6.707 0.661 0.0 0.0 0.2 -0.0905
C -9.792 -5.791 -0.517 -0.1 -0.3 0.1 -0.3040
O -8.520 -6.079 -1.087 0.2 -0.1 -0.1 -0.1110
H -9.280 -6.587 1.422 -0.1 0.1 -0.1 0.0784
H -11.028 -6.493 1.112 0.0 -0.1 0.0 0.0759
H -10.037 -7.755 0.348 -0.1 0.1 0.0 0.0747
H -9.790 -4.747 -0.196 0.2 -0.1 -0.1 0.1187
H -10.559 -5.914 -1.287 -0.1 0.1 0.1 0.1126
H -8.532 -7.002 -1.377 0.1 0.2 0.1 0.0949
C -4.524 -8.952 -2.617 0.1 0.0 0.1 -0.0938
C -5.625 -9.723 -3.316 0.2 0.3 -0.1 -0.3242
O -6.803 -8.930 -3.392 -0.3 0.1 0.0 -0.0945
H -4.836 -8.664 -1.610 0.0 -0.1 -0.1 0.0774
H -3.612 -9.550 -2.546 0.0 0.1 0.0 0.0746
H -4.297 -8.027 -3.157 0.1 -0.1 0.0 0.0676
H -5.864 -10.633 -2.764 -0.2 0.1 -0.1 0.1128
H -5.323 -10.003 -4.330 0.1 -0.1 0.1 0.1086
H -6.585 -8.130 -3.890 -0.1 -0.2 0.1 0.0746
C -1.844 1.529 -2.163 0.0 0.2 0.1 -0.0908
C -0.607 0.675 -2.352 -0.3 -0.1 -0.1 -0.3249
O -0.921 -0.697 -2.141 0.1 -0.2 0.0 -0.0991
H -2.250 1.399 -1.157 0.1 0.0 -0.1 0.0767
H -1.616 2.587 -2.317 -0.1 0.0 0.0 0.0738
H -2.630 1.234 -2.865 0.1 0.1 -0.1 0.0738
H 0.167 0.958 -1.635 0.0 -0.2 0.0 0.1096
H -0.202 0.791 -3.363 0.1 0.2 0.0 0.1022
H -1.600 -0.940 -2.785 0.2 0.0 0.2 0.0826
```
Positions in Å, forces in eV/Å.

Output
SMILES: CCCCCCCCCCCCCCc1cnc2cccc(S(=O)(=O)F)c2n1.CCO.CCO.CCO.CCO.CCO.CCO.CCO.CCO
HOMO energy in eV: -9.053
LUMO level in eV: -1.264
HOMO-LUMO gap in eV: 7.79

=====

# 3
Computed, not measured: a cluster of 2 separate species, CH2F2N2O in total in a non-equilibrium geometry, with wB97M-V/def2-TZVPD.

The geometry in XYZ format:
```
8
Properties=species:S:1:pos:R:3:forces:R:3:lowdin_charge:R:1
C 0.275 0.875 0.050 -3.1 -1.3 0.9 -0.3325
N 1.224 0.002 -0.030 1.2 -0.4 -0.1 0.1832
N -1.370 -0.520 0.535 2.1 1.9 0.2 -0.0249
O -0.046 1.994 0.020 0.5 -0.2 -0.1 0.1758
F -2.356 0.002 -0.255 -0.3 0.1 -0.4 -0.1005
F -0.934 -1.638 -0.189 0.1 -0.5 -0.4 -0.1456
H 1.012 -0.988 0.010 -0.3 0.2 0.0 0.1054
H 2.195 0.272 -0.141 -0.2 0.1 -0.1 0.1392
```
Positions in Å, forces in eV/Å.

Output
HOMO energy (spin up / spin down) in eV: -8.691 / -8.693
Energy relative to the best compared isomer or geometry (same formula, charge and spin) in kcal per mole: 67.7
LUMO level (spin up / spin down) in eV: 0.105 / 0.105
HOMO-LUMO gap (spin up / spin down) in eV: 8.80 / 8.80